[1]
The following is a quantum chemistry calculation of a structure of composition C17H25I2OOsP2 at a distorted geometry, from the OMol25 dataset.

XYZ file:
```
48
Properties=species:S:1:pos:R:3:forces:R:3:lowdin_charge:R:1
I 1.3739 4.4113 0.9298 0.3 -0.3 -0.2 0.540
I 2.3536 0.9828 -0.3079 0.3 0.9 0.2 0.747
Os 0.3030 -0.8523 -0.3576 -1.6 -0.8 -0.3 0.710
P 0.2120 -0.2007 1.8256 0.5 0.0 2.7 0.612
C 1.6348 -1.0165 2.6616 -0.2 0.0 -0.4 -0.224
C 0.2306 1.4686 2.5943 0.2 0.5 -0.7 -0.290
H -0.2565 1.4586 3.5841 0.1 -0.3 -0.4 0.088
H -1.1639 -0.9349 3.6898 0.1 0.1 -0.2 0.089
H -0.3171 2.1599 1.9441 -0.2 -0.1 0.2 0.003
H -2.1161 -0.1423 2.3839 0.0 -0.2 0.1 0.075
H 2.5602 -0.5010 2.3734 -0.2 -0.1 0.1 0.035
H 1.2446 1.8704 2.7057 -0.1 -0.3 0.0 0.015
C -1.3077 -0.8494 2.6052 -0.1 -0.2 -0.7 -0.200
H 1.5078 -0.9602 3.7504 0.0 0.0 -0.2 0.086
H -1.5605 -1.8260 2.1854 -0.2 0.3 0.2 0.024
H 1.7134 -2.0668 2.3572 0.1 0.2 0.2 0.042
P -0.3112 0.5896 -2.0166 -1.4 2.1 -1.9 0.564
C 0.7047 0.0124 -3.4462 0.1 -0.2 0.6 -0.217
C -2.0509 0.2572 -2.4770 0.1 -0.2 0.3 -0.221
H -0.6073 2.8699 -1.2347 0.0 -0.1 -0.2 0.019
H -0.9373 2.7351 -2.9906 0.3 -0.3 0.3 0.084
H 0.7537 2.7699 -2.3659 -0.3 -0.1 0.0 0.033
C -0.2673 2.4159 -2.1741 0.3 0.0 0.4 -0.271
H -2.6875 0.9127 -1.8667 0.1 -0.2 -0.3 0.074
H -2.1767 0.4667 -3.5497 -0.1 0.0 0.3 0.083
H 0.1467 0.2282 -4.3677 0.2 -0.1 0.2 0.087
H 0.8985 -1.0657 -3.3671 0.1 0.3 -0.3 0.035
H -2.2940 -0.7892 -2.2625 -0.2 0.4 -0.1 0.022
H 1.6711 0.5339 -3.4367 -0.3 -0.1 -0.1 0.054
C 1.8033 -1.8902 -0.6600 6.6 -4.5 0.0 -0.419
O 2.7468 -2.5687 -0.8483 -4.1 2.9 0.4 0.177
C -2.4229 -4.7660 -3.5786 -0.9 -1.9 1.1 0.051
C -1.7805 -3.5231 -3.7360 1.2 1.9 0.7 0.048
C -1.1908 -2.9068 -2.6411 0.1 0.2 -1.2 -0.051
C -1.2686 -3.4372 -1.3539 0.6 0.6 0.7 -0.128
C -0.6393 -2.7975 -0.2220 0.2 0.8 -0.3 -0.208
C -0.5078 -3.5397 0.9388 0.2 1.2 -0.7 -0.081
C -1.2351 -4.7368 1.1293 -1.1 -1.7 -0.5 0.030
C -1.9602 -5.2968 0.0964 0.3 -0.1 1.0 0.042
C -1.9366 -4.7092 -1.1889 -0.3 -0.8 -0.4 -0.085
C -2.4917 -5.3574 -2.3224 -0.1 0.1 -0.4 0.055
H -2.8692 -5.2662 -4.4388 0.2 0.1 0.2 0.150
H -1.7474 -3.0320 -4.7076 0.0 -0.2 0.1 0.145
H -0.6110 -1.9887 -2.7705 -0.5 -0.5 -0.1 0.043
H 0.1313 -3.1763 1.7411 -0.2 -0.2 -0.1 0.089
H -1.2174 -5.2196 2.1049 0.0 0.0 -0.2 0.145
H -2.5334 -6.2149 0.2273 0.2 0.2 0.1 0.148
H -2.9482 -6.3436 -2.1833 0.1 0.5 -0.1 0.150
```
Positions in Å, forces in eV/Å.

Properties
**Charge**: +3
**Spin multiplicity**: 5
**Energy above the lowest of the compared OMol25 structures with the same formula, charge and spin**: 0.0 kJ/mol
**LUMO (spin up / spin down)**: -11.836 / -13.094 eV
**Maximum force**: 8.0 eV/Å
**Orbital gap (spin up / spin down)**: 5.40 / 4.42 eV
**Molecular weight**: 751.37 g/mol


[2]
The following is a quantum chemistry calculation of the molecule C17H25N3O2S2 at a distorted geometry, from the OMol25 dataset.

XYZ file:
```
49
Properties=species:S:1:pos:R:3:forces:R:3:lowdin_charge:R:1
C 0.8292 -3.8413 1.3288 0.0 -0.1 0.5 -0.116
N 0.7211 -3.4637 -0.0629 -0.6 0.8 -0.2 -0.338
C 1.9713 -3.5451 -0.7918 0.2 0.1 -0.3 -0.105
S 0.0178 -1.9500 -0.2061 -0.5 -1.0 -0.1 0.604
O -0.0135 -1.6241 -1.6010 0.1 -0.2 -0.3 -0.288
O 0.6049 -1.0201 0.7075 -0.1 -0.1 0.3 -0.247
N -1.5262 -2.3220 0.3176 0.8 -0.1 -0.2 -0.122
C -2.2024 -1.2669 1.0564 0.1 0.5 0.1 -0.191
C -2.3920 0.0325 0.2513 -0.2 0.2 0.3 -0.292
C -3.8620 0.4147 0.0650 0.2 0.0 -0.3 -0.168
C -3.9584 1.7200 -0.7238 0.0 0.1 0.3 -0.172
C -3.1339 2.8139 -0.0313 -0.2 0.0 -0.2 -0.191
N -1.7493 2.4508 0.1912 0.1 0.1 0.1 -0.168
C -0.9263 2.5103 -1.0084 -0.1 0.1 -0.1 -0.203
C 0.4957 2.1846 -0.7043 0.3 0.0 -0.1 -0.502
C 1.2501 1.2049 -1.2480 -0.4 0.3 0.0 -0.081
C 2.5586 1.1255 -0.6904 0.3 0.3 0.3 -0.255
C 3.5848 0.2270 -0.9806 0.0 0.0 0.0 -0.037
C 4.7773 0.3181 -0.2976 0.1 -0.1 -0.1 -0.094
C 4.9720 1.2998 0.6740 0.0 0.1 0.1 -0.095
C 3.9721 2.2002 0.9803 0.1 0.0 0.0 -0.096
C 2.7688 2.1050 0.2984 -0.3 0.0 -0.2 -0.466
S 1.3547 3.0975 0.5138 0.0 -0.2 -0.1 1.084
C -1.6594 1.2062 0.9259 0.1 -0.2 -0.1 -0.159
H 1.1658 -4.8749 1.3921 0.0 0.0 0.0 0.092
H -0.1601 -3.7491 1.7692 0.0 -0.1 0.2 0.076
H 1.5258 -3.1907 1.8687 0.0 -0.1 0.0 0.090
H 1.7905 -3.1509 -1.7883 0.2 -0.1 -0.1 0.078
H 2.7641 -2.9618 -0.3092 0.1 0.0 0.0 0.090
H 2.2747 -4.5893 -0.8588 0.0 0.0 0.0 0.092
H -2.0550 -2.6380 -0.4822 0.0 -0.1 -0.2 0.114
H -3.1621 -1.6675 1.3929 0.1 0.0 0.0 0.126
H -1.5769 -1.0757 1.9301 -0.2 0.0 0.1 0.119
H -1.9367 -0.1268 -0.7325 -0.1 0.1 0.0 0.126
H -4.4028 -0.3802 -0.4554 -0.1 -0.1 0.1 0.115
H -4.3226 0.5511 1.0474 -0.1 -0.1 0.1 0.120
H -3.5834 1.5621 -1.7371 0.0 0.0 -0.1 0.108
H -4.9987 2.0416 -0.7984 0.0 0.0 -0.1 0.109
H -3.1631 3.7362 -0.6163 0.0 0.0 0.1 0.118
H -3.5719 3.0211 0.9509 -0.1 0.1 0.0 0.122
H -1.2603 1.8281 -1.8080 0.1 0.1 0.0 0.124
H -0.9982 3.5376 -1.3869 0.0 -0.1 -0.1 0.127
H 0.8917 0.5201 -1.9950 -0.1 -0.1 -0.1 0.107
H 3.4266 -0.5308 -1.7338 0.0 -0.1 -0.1 0.111
H 5.5768 -0.3760 -0.5145 0.0 0.0 0.0 0.098
H 5.9166 1.3532 1.1951 0.1 0.0 0.0 0.099
H 4.1146 2.9589 1.7345 0.1 0.1 0.1 0.104
H -0.6098 0.9418 1.0585 -0.1 0.1 0.1 0.095
H -2.1006 1.3822 1.9132 0.0 -0.1 0.1 0.137
```
Positions in Å, forces in eV/Å.

Properties
**Charge**: 0
**Energy above the lowest of the compared OMol25 structures with the same formula, charge and spin**: 216.3 kJ/mol
**LUMO**: 0.621 eV
**Maximum force**: 1.2 eV/Å
**Orbital gap**: 8.49 eV
**Molecular weight**: 367.54 g/mol


[3]
The following is a quantum chemistry calculation of the molecule C17H25N3O3 at a distorted geometry, from the OMol25 dataset.

XYZ file:
```
48
Properties=species:S:1:pos:R:3:forces:R:3:lowdin_charge:R:1
C 3.2517 2.6229 1.2393 -0.1 0.3 -0.2 -0.059
N 2.4383 1.7974 0.3700 -0.8 0.0 0.0 0.023
C 2.8991 0.6651 -0.1777 1.5 -0.1 0.2 -0.438
O 4.1031 0.3714 -0.1392 -1.4 -0.3 0.0 0.036
C 1.8691 -0.1831 -0.9306 -1.6 -0.2 -1.1 -0.156
C 2.0976 -1.7124 -0.9467 0.5 -0.3 0.3 -0.087
C 1.7488 -2.4685 0.3462 0.0 -0.1 0.2 -0.196
C 0.4444 -2.9979 0.5755 1.8 -0.6 0.7 -0.034
C 0.2095 -3.8175 1.6950 0.3 1.2 -0.6 -0.086
C 1.1820 -3.9635 2.6626 0.4 0.0 0.3 -0.103
C 2.4591 -3.4290 2.4621 -0.8 0.3 -1.2 -0.075
C 2.7674 -2.7145 1.2895 -1.0 -0.2 0.3 -0.025
N 0.4287 0.0514 -0.5760 0.9 -0.9 0.7 0.144
C -0.3075 1.1086 -0.9163 0.8 -0.1 0.0 -0.495
O 0.1918 2.0518 -1.4866 0.4 1.6 -0.9 0.070
C -1.7519 1.1239 -0.5087 -1.1 -0.4 -0.1 -0.197
N -2.5690 0.6059 -1.6229 0.4 1.1 0.7 0.137
C -2.3933 -0.6294 -2.0828 0.1 -1.6 -0.5 -0.522
C -3.0611 -0.9623 -3.4044 0.3 -0.3 0.4 0.012
O -1.7595 -1.4931 -1.4768 -0.1 0.5 0.0 0.031
C -2.2140 2.4879 0.0264 0.1 0.0 0.5 -0.363
C -1.3792 2.8435 1.2728 0.6 -0.3 -0.8 -0.052
C -3.6454 2.4648 0.5527 -0.7 0.9 -1.5 -0.081
H 4.2323 2.7761 0.7656 -0.3 0.3 0.2 0.087
H 3.4140 2.0736 2.1630 0.1 0.1 0.2 0.082
H 2.7204 3.5813 1.4652 0.6 -0.8 -0.3 0.097
H 1.5196 2.0856 0.0639 0.2 0.2 0.2 0.086
H 1.9694 0.1193 -1.9898 0.0 0.1 0.4 0.163
H 3.1737 -1.8335 -1.2251 -0.8 -0.1 0.4 0.130
H 1.4961 -2.1877 -1.7424 0.2 0.6 0.1 0.126
H -0.3348 -2.8816 -0.1383 -0.5 0.2 -0.6 0.076
H -0.7477 -4.2783 1.8285 -0.4 -0.1 0.0 0.095
H 0.9299 -4.4893 3.5884 0.3 0.0 -0.4 0.104
H 3.2045 -3.6157 3.1846 0.8 0.0 0.7 0.083
H 3.7679 -2.3339 1.0898 -0.2 -0.1 0.2 0.112
H -0.0785 -0.7553 -0.2370 0.1 0.0 0.0 0.097
H -1.8647 0.4037 0.2860 -0.2 -0.3 0.5 0.149
H -3.0793 1.2417 -2.1964 -0.1 0.5 -0.2 0.144
H -2.4652 -0.6313 -4.2646 -0.4 0.3 0.3 0.094
H -3.0815 -2.0395 -3.4404 0.0 -0.4 -0.1 0.077
H -4.0900 -0.6247 -3.3838 -0.1 0.4 -0.4 0.079
H -2.1498 3.2738 -0.7456 0.3 -0.4 0.2 0.149
H -0.3123 2.9373 1.0680 0.0 -0.1 0.0 0.065
H -1.5170 2.0611 2.0224 0.0 0.2 0.1 0.096
H -1.7075 3.7969 1.6476 -0.2 0.3 0.4 0.075
H -4.3751 2.4126 -0.2852 0.3 -0.2 0.5 0.081
H -3.8253 3.4505 1.0328 -0.1 -0.8 0.0 0.090
H -3.8085 1.6342 1.2196 -0.2 -0.2 0.4 0.080
```
Positions in Å, forces in eV/Å.

Properties
**Charge**: 0
**Energy above the lowest of the compared OMol25 structures with the same formula, charge and spin**: 117.7 kJ/mol
**LUMO**: 0.598 eV
**Maximum force**: 2.0 eV/Å
**Orbital gap**: 9.58 eV
**Molecular weight**: 319.41 g/mol